# 1
Molecular formula: C3H6N4S
Method: DFT, ωB97M-V with the def2-TZVPD basis set

Geometry (Å):
C: 1.713 -2.700 0.707
C: -0.129 0.092 -0.862
C: -1.274 2.160 0.351
H: 2.226 -3.555 0.311
H: 1.234 -2.969 1.944
H: 0.330 -1.144 -2.121
H: -0.701 1.904 -1.710
H: -1.666 3.262 0.010
H: -1.964 2.301 2.162
N: 1.496 -1.704 -0.187
N: -0.432 -0.491 -1.998
N: -0.345 1.689 -0.841
N: -1.283 1.630 1.564
S: 0.794 -0.473 0.671

As for the calculated total energy: -19998.7337 eV. Its charge is 0. The calculation puts the orbital gap at 9.0 eV.

---

# 2
Molecular formula: CH5ClN2O
Method: DFT, ωB97M-V with the def2-TZVPD basis set

Geometry (Å):
H: -1.261 1.721 -0.611
N: -2.121 1.263 -0.217
N: -2.217 0.069 -0.169
Cl: -3.838 -0.529 0.149
C: 1.826 -0.190 0.022
O: 0.567 -0.563 0.565
H: 1.906 -0.376 -0.991
H: 2.657 -0.747 0.689
H: 2.145 0.864 0.157
H: 0.336 -1.513 0.406

As for the calculated total energy: -18664.9208 eV. Its charge is 0. The calculation puts the orbital gap at 10.0 eV.

---

# 3
Molecular formula: C5H9NO
Method: DFT, ωB97M-V with the def2-TZVPD basis set

Geometry (Å):
C: -1.322 -1.214 0.065
C: -0.600 -0.212 -0.837
C: -0.786 1.284 -0.444
C: 0.607 1.286 0.237
C: 0.814 -0.102 -0.304
N: 1.630 -1.031 -0.044
O: 2.622 -0.556 0.831
H: -2.395 -1.025 0.125
H: -0.909 -1.160 1.078
H: -1.154 -2.234 -0.287
H: -0.758 -0.441 -1.896
H: -0.833 1.946 -1.313
H: -1.639 1.499 0.206
H: 0.594 1.269 1.331
H: 1.320 2.047 -0.082
H: 2.810 -1.355 1.335

As for the calculated total energy: -8866.0585 eV. Its charge is 0. The calculation puts the orbital gap at 10.6 eV.

---

# 4
Molecular formula: C4H8O
Method: DFT, ωB97M-V with the def2-TZVPD basis set

Geometry (Å):
C: 0.272 -0.008 -0.693
C: -0.931 0.405 -0.250
O: -1.083 0.268 1.093
C: 0.233 -0.080 1.576
C: 0.846 -0.842 0.421
H: 0.854 0.327 -1.531
H: -1.855 0.664 -0.749
H: 0.087 -0.625 2.503
H: 0.811 0.843 1.740
H: 1.933 -0.918 0.427
H: 0.420 -1.856 0.356
H: -0.661 0.569 -2.523
H: -0.925 1.252 -2.371

As for the calculated total energy: -6322.4168 eV. Its charge is 0. The calculation puts the orbital gap at 9.5 eV.

---

# 5
Molecular formula: C27H40N3O2P3Pt
Method: DFT, ωB97M-V with the def2-TZVPD basis set

Geometry (Å):
P: 2.719 -0.687 -1.061
C: 3.591 -0.882 0.517
H: 4.670 -0.953 0.338
H: 3.238 -1.775 1.038
H: 3.377 -0.021 1.156
C: 3.285 -2.190 -1.896
H: 3.133 -2.159 -2.974
H: 2.692 -3.030 -1.523
H: 4.341 -2.381 -1.677
C: 3.811 0.572 -1.806
H: 4.832 0.179 -1.910
H: 3.824 1.459 -1.160
H: 3.438 0.886 -2.784
P: -0.895 2.955 -1.623
C: -0.983 3.858 -0.081
H: -1.396 4.841 -0.330
H: 0.007 3.997 0.368
H: -1.640 3.381 0.656
C: 0.294 3.781 -2.648
H: 0.300 3.369 -3.652
H: 1.295 3.672 -2.221
H: 0.002 4.828 -2.660
C: -2.527 2.951 -2.344
H: -2.713 3.972 -2.671
H: -3.270 2.650 -1.594
H: -2.587 2.262 -3.189
P: -2.096 -1.896 -0.987
C: -2.980 -2.393 0.504
H: -3.621 -3.254 0.284
H: -3.586 -1.561 0.872
H: -2.276 -2.660 1.295
C: -3.477 -1.882 -2.162
H: -4.156 -2.715 -1.955
H: -3.155 -1.912 -3.201
H: -4.021 -0.941 -2.028
C: -1.192 -3.420 -1.370
H: -1.888 -4.256 -1.523
H: -0.518 -3.671 -0.545
H: -0.569 -3.306 -2.259
Pt: -0.281 0.565 -1.800
C: 0.912 1.120 -0.342
O: 1.376 1.710 0.560
C: -1.678 0.470 -0.369
O: -2.423 0.860 0.444
C: -1.361 -0.107 -3.989
C: -0.729 -1.349 -3.840
C: 0.660 -1.423 -3.760
C: 1.442 -0.274 -3.914
C: 0.830 0.964 -4.105
C: -0.581 1.058 -4.152
H: -2.419 -0.086 -4.236
H: -1.287 -2.269 -4.003
H: 1.140 -2.403 -3.799
H: 2.505 -0.381 -4.127
H: 1.446 1.792 -4.441
H: -1.045 1.937 -4.584
N: -0.205 1.559 9.912
C: -0.146 1.174 8.817
C: -0.062 0.706 7.466
C: -0.978 1.174 6.514
C: -0.891 0.747 5.189
C: 0.104 -0.184 4.844
C: 0.986 -0.702 5.796
C: 0.912 -0.231 7.105
N: 0.194 -0.631 3.512
C: 0.831 -1.781 3.026
C: 0.612 -1.798 1.668
N: -0.122 -0.697 1.298
C: -0.374 -0.014 2.402
H: -1.753 1.883 6.801
H: -1.605 1.093 4.430
H: 1.724 -1.450 5.498
H: 1.625 -0.593 7.835
H: 1.307 -2.491 3.683
H: 0.966 -2.524 0.947
H: -0.936 0.906 2.521

As for the calculated total energy: -68280.7174 eV. Its charge is +4. The calculation puts the orbital gap (spin up / spin down) at 7.1 / 4.2 eV. As for the expectation value of S²: 6.059. As for the spin multiplicity: 5.

---

# 6
Molecular formula: C3H7NiO3
Method: DFT, ωB97M-V with the def2-TZVPD basis set

Geometry (Å):
O: 0.512 2.097 0.042
C: -0.713 1.504 -0.235
C: -0.918 0.263 0.629
O: 0.272 -0.544 0.572
C: 0.261 -1.697 -0.249
H: -0.802 1.212 -1.302
H: -1.564 2.183 -0.032
H: -1.780 -0.342 0.316
H: -1.014 0.553 1.686
H: -0.371 -2.466 0.211
H: -0.116 -1.453 -1.251
Ni: 1.753 0.786 0.467
O: 2.998 -0.336 -0.315
H: 1.481 -1.761 -0.540

As for the calculated total energy: -50405.6235 eV. Its charge is 0. The calculation puts the orbital gap (spin up / spin down) at 10.0 / 8.4 eV. As for the expectation value of S²: 3.764. As for the spin multiplicity: 4.